C36H54BrClN11O4 | the ωB97M-V functional and the def2-TZVPD basis

Positions of all 107 atoms, in Å:
C: 2.415 1.337 1.323
C: 3.112 1.367 -0.037
C: 2.158 1.720 -1.176
Cl: 3.184 1.902 -2.695
N: 0.939 0.973 -1.278
C: -0.128 1.803 -1.857
C: -1.551 1.314 -1.568
C: -2.520 2.485 -1.615
N: -3.919 2.043 -1.567
C: -4.315 1.673 -0.210
C: -5.357 0.587 -0.165
C: -5.131 -0.608 0.515
C: -6.083 -1.623 0.535
C: -7.282 -1.458 -0.143
C: -7.526 -0.265 -0.814
C: -6.577 0.744 -0.815
O: -6.846 1.918 -1.502
C: 0.863 -0.433 -1.770
O: -0.088 -1.098 -0.943
C: 0.369 -0.522 -3.295
O: -0.682 -1.128 -3.496
O: 1.176 0.042 -4.084
C: 2.190 -1.212 -1.636
Br: 2.248 -2.726 -2.874
C: 2.447 -1.806 -0.244
C: 3.940 -2.108 0.013
H: 1.463 0.815 1.251
H: 3.030 0.804 2.048
H: 2.201 2.349 1.661
H: 3.844 2.179 -0.021
H: 3.681 0.470 -0.245
H: 1.851 2.750 -1.003
H: 0.014 1.940 -2.935
H: -0.062 2.797 -1.406
H: -1.869 0.507 -2.221
H: -1.540 0.917 -0.550
H: -2.286 3.187 -0.802
H: -2.378 3.035 -2.552
H: -4.515 2.786 -1.900
H: -4.700 2.534 0.357
H: -3.430 1.311 0.312
H: -4.184 -0.754 1.019
H: -5.874 -2.550 1.051
H: -8.023 -2.246 -0.165
H: -8.451 -0.119 -1.360
H: -7.321 2.525 -0.917
H: -0.167 -0.562 -0.146
H: 3.045 -0.616 -1.926
H: 1.882 -2.732 -0.161
H: 2.081 -1.113 0.510
H: 4.552 -1.968 -0.877
H: 4.073 -3.137 0.352
H: 4.333 -1.476 0.812
C: 5.017 -1.211 -5.109
C: 5.783 -0.887 -3.918
N: 6.393 -0.603 -2.987
H: 3.978 -1.432 -4.874
H: 5.042 -0.379 -5.811
H: 5.447 -2.079 -5.607
C: -0.880 -3.646 0.959
C: -1.394 -2.353 1.376
N: -1.785 -1.313 1.660
H: -1.496 -4.449 1.361
H: -0.882 -3.692 -0.130
H: 0.143 -3.770 1.308
C: -0.879 3.284 3.800
C: -0.663 3.080 2.377
N: -0.513 2.903 1.254
H: -1.134 4.324 3.998
H: -1.694 2.650 4.144
H: 0.023 3.015 4.347
C: 4.000 0.018 5.224
C: 2.806 0.773 4.881
N: 1.869 1.374 4.608
H: 4.509 0.479 6.069
H: 3.748 -1.007 5.490
H: 4.691 -0.012 4.382
C: -7.198 0.027 -4.453
C: -7.709 -1.297 -4.770
N: -8.130 -2.338 -5.004
H: -6.883 0.090 -3.413
H: -6.345 0.281 -5.080
H: -7.975 0.773 -4.613
C: -10.100 5.092 -2.203
C: -9.473 4.289 -1.165
N: -8.973 3.657 -0.350
H: -10.024 4.583 -3.162
H: -11.151 5.252 -1.971
H: -9.604 6.058 -2.279
C: 6.522 -1.627 8.374
C: 6.299 -2.006 6.988
N: 6.089 -2.315 5.905
H: 5.639 -1.127 8.769
H: 6.714 -2.511 8.978
H: 7.374 -0.954 8.452
C: 8.166 1.144 -5.810
C: 7.953 -0.051 -6.612
N: 7.756 -1.005 -7.218
H: 8.249 0.872 -4.758
H: 9.076 1.654 -6.122
H: 7.325 1.825 -5.922
C: 4.508 -6.091 6.485
C: 3.972 -4.827 6.965
N: 3.562 -3.818 7.324
H: 3.985 -6.925 6.950
H: 4.389 -6.159 5.405
H: 5.568 -6.162 6.721

As for the frontier orbital gap: 0.217 hartree. The net charge is -1. The calculation puts the HOMO energy at -4.3 eV.

=====

C6H15N3O9 | the ωB97M-V functional and the def2-TZVPD basis

Positions of all 33 atoms, in Å:
C: 3.376 -1.279 0.374
O: 4.261 -1.688 1.442
C: 3.843 -1.361 2.657
O: 2.867 -0.712 2.915
O: 4.755 -1.779 3.548
C: 4.511 -1.388 4.872
H: 2.454 -1.853 0.444
H: 3.919 -1.475 -0.539
H: 3.110 -0.232 0.478
H: 5.115 -2.023 5.515
H: 3.463 -1.509 5.157
H: 4.776 -0.341 5.038
C: -1.924 1.184 1.049
N: -1.845 2.462 0.288
O: -2.796 3.209 0.343
O: -0.813 2.690 -0.322
H: -2.964 0.873 1.060
H: -1.626 1.420 2.068
H: -1.277 0.453 0.586
C: -0.188 0.668 -2.843
N: 0.660 0.135 -1.745
O: 0.281 -0.845 -1.126
O: 1.651 0.773 -1.486
H: -0.959 -0.054 -3.083
H: 0.474 0.879 -3.675
H: -0.635 1.587 -2.477
C: -5.338 0.221 -3.425
N: -4.401 -0.200 -2.332
O: -3.410 0.487 -2.165
O: -4.690 -1.159 -1.658
H: -4.749 0.393 -4.316
H: -5.885 1.068 -3.030
H: -6.018 -0.606 -3.612

As for the frontier orbital gap: 0.387 hartree. The energy relative to the best compared isomer or geometry (same formula, charge and spin) comes out at 0.0 kcal/mol. The calculation puts the HOMO energy at -10.6 eV.

=====

C10H16 | the ωB97M-V functional and the def2-TZVPD basis

Positions of all 26 atoms, in Å:
C: -0.196 -2.335 -2.883
C: 1.022 -1.520 -2.702
C: -0.593 -3.176 -1.719
H: -1.048 -1.652 -3.182
H: 0.060 -2.862 -3.814
H: 1.799 -1.989 -2.085
H: -0.563 -2.634 -0.760
H: -1.654 -3.535 -1.900
H: 0.632 -0.565 -2.281
H: 1.498 -1.276 -3.635
H: 0.073 -4.072 -1.509
C: 1.124 1.633 3.587
C: 0.061 2.449 0.087
C: 0.690 2.501 1.329
C: -1.158 1.783 -0.010
C: 0.235 1.696 2.370
C: -1.684 1.168 1.162
C: -0.985 1.041 2.317
H: 0.549 2.763 -0.843
H: 1.603 2.955 1.607
H: -1.691 1.674 -0.826
H: -2.689 0.791 1.036
H: 0.733 2.107 4.510
H: 2.136 2.072 3.334
H: -1.230 0.370 3.036
H: 1.278 0.611 3.776

As for the frontier orbital gap (alpha / beta): 0.331 / 0.175 hartree. The energy relative to the best compared isomer or geometry (same formula, charge and spin) comes out at 31.2 kcal/mol. The net charge is +1. The multiplicity is 2. Its expectation value of S² is 0.7673. The calculation puts the HOMO energy (alpha / beta) at -13.3 / -13.3 eV.

=====

C18H24BrNO4 | the ωB97M-V functional and the def2-TZVPD basis

Positions of all 48 atoms, in Å:
C: -3.048 -2.993 0.845
C: -2.466 -2.475 -0.461
H: -2.210 -3.307 -1.124
H: -3.168 -1.803 -0.958
O: -1.290 -1.692 -0.229
C: -0.121 -2.333 -0.191
O: 0.017 -3.515 -0.360
C: 1.008 -1.349 0.045
C: 1.500 -0.834 -1.316
H: 0.754 -0.161 -1.739
H: 1.626 -1.676 -1.999
C: 2.851 -0.112 -1.134
N: 3.048 0.253 0.248
C: 2.925 1.475 0.796
O: 3.097 1.675 1.987
C: 2.602 2.664 -0.121
O: 1.557 2.484 -1.050
C: 0.307 2.182 -0.593
C: -0.666 2.019 -1.578
C: -1.957 1.642 -1.257
C: -2.254 1.431 0.087
C: -1.319 1.612 1.096
C: -0.032 1.999 0.741
H: 0.693 2.143 1.525
C: -1.664 1.378 2.532
H: -0.812 1.588 3.172
H: -2.497 2.013 2.835
H: -1.969 0.342 2.682
Br: -4.014 0.867 0.557
C: -2.989 1.460 -2.323
H: -3.341 0.429 -2.341
H: -2.581 1.707 -3.299
H: -3.853 2.098 -2.132
H: -0.387 2.185 -2.607
H: 3.485 2.898 -0.725
H: 2.398 3.517 0.538
C: 3.210 -0.894 1.126
C: 2.186 -1.986 0.781
H: 1.846 -2.476 1.693
H: 2.624 -2.751 0.140
H: 4.232 -1.278 1.033
H: 3.073 -0.530 2.146
H: 3.672 -0.785 -1.405
H: 2.904 0.766 -1.774
H: 0.606 -0.513 0.626
H: -3.297 -2.163 1.501
H: -3.952 -3.559 0.639
H: -2.330 -3.641 1.342

As for the frontier orbital gap: 0.336 hartree. The energy relative to the best compared isomer or geometry (same formula, charge and spin) comes out at 3.1 kcal/mol. The calculation puts the HOMO energy at -8.5 eV.